Record 1
This record from the Open Molecules 2025 dataset describes 4 unconnected molecules or ions with the total composition C26H27BF3N4O9 at a distorted geometry. The level of theory is the ωB97M-V functional and the def2-TZVPD basis.

Geometry as ORCA input:
```
! wB97M-V def2-TZVPD RIJCOSX def2/J DEFGRID3
* xyz 1 1
O -3.068 1.820 -1.872
B -3.070 0.456 -1.591
O -4.195 -0.084 -0.969
O -1.999 -0.412 -1.859
C -0.738 0.060 -1.399
C 0.213 -1.096 -1.940
C 0.041 -2.117 -0.827
N -0.321 -1.606 0.284
C -0.384 -0.149 0.088
C -0.934 0.800 1.195
C -1.347 0.122 2.520
C -0.295 0.171 3.597
F -0.496 -0.684 4.638
C 0.812 0.973 3.658
F 2.021 0.524 3.510
F 0.705 2.237 3.905
H -2.715 2.228 -1.063
H -3.895 -0.353 -0.087
H -0.384 0.996 -1.843
H 1.257 -0.804 -2.182
H -0.288 -1.525 -2.818
H 0.208 -3.182 -0.988
H -0.486 -2.153 1.122
H 0.692 0.106 0.079
H -0.161 1.561 1.351
H -1.808 1.369 0.854
H -2.238 0.657 2.896
H -1.665 -0.926 2.419
C -1.274 7.406 -3.448
C -2.008 6.229 -3.377
C -1.766 5.321 -2.360
C -0.788 5.608 -1.419
C -0.044 6.776 -1.483
C -0.291 7.677 -2.504
N -0.543 4.664 -0.327
O -1.203 3.629 -0.304
O 0.294 4.949 0.501
H -1.470 8.116 -4.241
H -2.772 6.021 -4.114
H -2.340 4.406 -2.311
H 0.720 6.992 -0.749
H 0.280 8.593 -2.565
C -1.463 -3.822 6.941
C -1.963 -3.382 5.723
C -2.659 -4.255 4.903
C -2.850 -5.562 5.314
C -2.351 -6.017 6.522
C -1.653 -5.139 7.338
N -3.608 -6.481 4.452
O -4.013 -6.049 3.386
O -3.787 -7.614 4.852
H -0.923 -3.137 7.583
H -1.814 -2.358 5.414
H -3.048 -3.908 3.956
H -2.499 -7.040 6.836
H -1.260 -5.481 8.286
C 6.670 -1.150 -5.757
C 6.484 -2.093 -4.754
C 5.352 -2.043 -3.958
C 4.415 -1.046 -4.182
C 4.592 -0.095 -5.175
C 5.728 -0.151 -5.964
N 3.207 -1.004 -3.360
O 3.086 -1.840 -2.482
O 2.382 -0.129 -3.604
H 7.554 -1.195 -6.381
H 7.220 -2.869 -4.595
H 5.212 -2.779 -3.179
H 3.861 0.683 -5.342
H 5.879 0.583 -6.745
*
```

Calculated total energy (Ha): -2227.04170
HOMO (eV): -10.83
Frontier orbital gap (eV): 7.10



Record 2
This record from the Open Molecules 2025 dataset describes a molecular structure, C26H27F2N3O2SSn. The level of theory is the ωB97M-V functional and the def2-TZVPD basis.

Geometry as ORCA input:
```
! wB97M-V def2-TZVPD RIJCOSX def2/J DEFGRID3
* xyz 0 1
Sn -0.003 1.122 -0.357
F -0.915 2.453 4.836
C -0.745 1.393 4.019
C -0.506 1.608 2.673
C -0.328 0.531 1.810
C -0.411 -0.769 2.336
C -0.653 -0.927 3.692
F -0.708 -2.174 4.217
C -0.821 0.131 4.565
C -0.248 -1.953 1.453
C -1.184 -2.984 1.443
C -1.048 -4.004 0.522
C 0.025 -3.975 -0.358
C 0.921 -2.927 -0.256
N 0.803 -1.944 0.633
H -0.469 2.633 2.317
H -1.002 -0.030 5.618
H -2.016 -2.961 2.132
H -1.780 -4.801 0.476
H 0.161 -4.737 -1.112
H 1.763 -2.862 -0.937
C -3.237 0.955 -5.386
C -2.462 -0.353 -5.396
N -1.184 -0.248 -4.692
C -0.024 0.041 -5.526
C 0.626 -1.221 -6.075
C -1.112 -0.409 -3.358
S 0.445 -0.433 -2.617
N -2.304 -0.602 -2.768
C -2.474 -0.681 -1.454
O -1.669 -0.384 -0.534
C -3.809 -1.200 -1.006
C -4.753 -1.661 -1.918
C -5.973 -2.148 -1.474
C -6.258 -2.175 -0.115
C -5.322 -1.710 0.798
C -4.102 -1.223 0.355
H -4.158 0.857 -5.965
H -2.647 1.763 -5.822
H -3.495 1.225 -4.363
H -2.232 -0.655 -6.419
H -3.047 -1.144 -4.935
H 0.692 0.610 -4.939
H -0.371 0.678 -6.343
H 0.997 -1.834 -5.254
H 1.464 -0.965 -6.725
H -0.086 -1.810 -6.656
H -4.516 -1.630 -2.972
H -6.704 -2.504 -2.188
H -7.211 -2.555 0.231
H -5.545 -1.722 1.858
H -3.366 -0.844 1.051
C 4.058 -1.042 -0.535
O 2.804 -0.377 -0.817
C 2.107 0.201 0.098
C 2.731 0.430 1.433
H 3.930 -1.712 0.314
H 4.840 -0.312 -0.340
H 4.287 -1.602 -1.435
H 3.820 0.452 1.432
H 2.389 -0.365 2.099
H 2.341 1.363 1.842
*
```

Calculated total energy (Ha): -2133.88495
HOMO (eV): -7.15
Frontier orbital gap (eV): 7.43



Record 3
This record from the Open Molecules 2025 dataset describes a molecular structure, C26H27FN3O4PdS. The level of theory is the ωB97M-V functional and the def2-TZVPD basis.

Geometry as ORCA input:
```
! wB97M-V def2-TZVPD RIJCOSX def2/J DEFGRID3
* xyz -1 1
Pd 1.200 -1.271 0.578
C -3.477 -6.648 -1.067
C -4.125 -5.391 -1.652
C -4.621 -5.589 -3.081
C -3.448 -5.816 -4.029
C -2.436 -4.709 -3.878
C -1.589 -4.380 -4.917
C -0.678 -3.345 -4.766
F 0.117 -3.038 -5.819
C -0.567 -2.641 -3.598
C -1.401 -2.969 -2.527
C -1.232 -2.221 -1.254
O -0.380 -1.341 -1.187
C -2.141 -2.612 -0.196
C -3.044 -3.587 -0.437
N -3.189 -4.271 -1.608
C -2.350 -3.993 -2.668
C -2.111 -2.094 1.271
O -3.145 -2.337 1.920
O -1.051 -1.564 1.673
H -4.158 -7.500 -1.132
H -3.224 -6.481 -0.020
H -2.557 -6.893 -1.601
H -4.973 -5.116 -1.023
H -5.170 -4.697 -3.391
H -5.309 -6.436 -3.109
H -3.796 -5.855 -5.062
H -2.982 -6.782 -3.811
H -1.626 -4.921 -5.855
H 0.142 -1.833 -3.471
H -3.720 -3.868 0.363
C 0.988 0.985 2.317
C 1.749 0.699 1.027
O 1.165 0.814 -0.078
C 3.254 0.715 1.072
C 3.964 0.570 -0.123
C 5.345 0.555 -0.128
C 6.049 0.698 1.063
C 5.355 0.864 2.249
C 3.967 0.881 2.254
H -0.071 1.018 2.071
H 1.295 1.943 2.750
H 1.150 0.191 3.045
H 3.395 0.446 -1.035
H 5.885 0.409 -1.056
H 7.132 0.671 1.063
H 5.894 0.963 3.184
H 3.444 0.998 3.195
S 3.028 -2.591 1.346
C 1.453 -3.266 1.052
N 1.261 -3.938 -0.166
C 0.543 -5.195 -0.314
C 0.338 -5.859 1.038
C -0.251 -4.817 1.973
N 0.740 -3.770 2.150
H 2.000 -3.753 -0.817
H 1.100 -5.849 -0.990
H -0.442 -5.016 -0.764
H 1.299 -6.189 1.442
H -0.324 -6.722 0.941
H -0.453 -5.246 2.957
H -1.199 -4.448 1.566
H 0.451 -3.033 2.773
*
```

Calculated total energy (Ha): -2098.25384
HOMO (eV): -4.11
Frontier orbital gap (eV): 6.38



Record 4
This record from the Open Molecules 2025 dataset describes a molecular structure, C26H27IKNO7P3. The level of theory is the ωB97M-V functional and the def2-TZVPD basis.

Geometry as ORCA input:
```
! wB97M-V def2-TZVPD RIJCOSX def2/J DEFGRID3
* xyz -1 1
K -0.467 -0.813 0.545
I -0.684 2.653 0.901
C -2.717 2.931 0.468
C -3.486 3.225 1.557
C -4.786 3.748 1.392
C -5.243 4.047 0.147
C -4.476 3.713 -0.999
C -4.938 4.063 -2.290
C -4.235 3.720 -3.407
C -3.110 2.885 -3.272
C -2.639 2.494 -2.043
P -1.584 0.984 -1.970
C -2.774 -0.291 -2.533
C -2.261 -1.576 -2.737
C -3.102 -2.623 -3.081
C -4.470 -2.413 -3.193
C -4.989 -1.150 -2.955
C -4.148 -0.094 -2.629
C -0.520 1.265 -3.441
C -0.503 0.476 -4.588
C 0.428 0.712 -5.593
C 1.349 1.740 -5.470
C 1.339 2.538 -4.333
C 0.419 2.298 -3.326
C -3.235 3.030 -0.856
H -3.089 3.080 2.549
H -5.384 3.959 2.270
H -6.200 4.533 0.002
H -5.864 4.622 -2.366
H -4.578 4.012 -4.391
H -2.653 2.474 -4.165
H -1.199 -1.766 -2.612
H -2.684 -3.609 -3.242
H -5.129 -3.234 -3.446
H -6.058 -0.981 -3.012
H -4.577 0.879 -2.430
H -1.213 -0.334 -4.696
H 0.435 0.078 -6.471
H 2.079 1.913 -6.250
H 2.059 3.338 -4.222
H 0.424 2.911 -2.430
N 4.632 -2.108 -0.988
C 3.236 -1.932 -0.422
C 2.901 -3.192 0.368
P 2.153 -1.860 -1.923
O 2.311 -0.309 -2.408
O 2.895 -2.739 -2.881
O 0.737 -2.088 -1.517
P 3.373 -0.464 0.698
O 4.020 0.600 -0.365
O 4.457 -0.816 1.650
O 1.988 -0.070 1.075
H 4.509 -2.682 -1.843
H 5.248 -2.504 -0.280
H 4.988 -1.179 -1.233
H 2.915 -4.079 -0.271
H 1.899 -3.099 0.781
H 3.600 -3.311 1.198
H 1.446 0.101 -2.554
H 3.359 0.798 -1.047
C -2.758 -1.175 2.907
C -3.092 0.107 2.093
O -2.943 -0.055 0.868
H -3.561 -1.379 3.620
H -1.866 -0.965 3.510
H -2.593 -2.068 2.276
*
```

Calculated total energy (Ha): -3510.40289
HOMO (eV): -2.75
Frontier orbital gap (eV): 5.15